The following is a quantum chemistry calculation of a 5-piece molecular cluster, C12H20N5O6P overall, from the OMol25 dataset.

## Properties
structure (SMILES): CC(=O)N(OP(=O)(O)O)C(C)=O.CC#N.CC#N.CC#N.CC#N
frontier orbital gap: 9.824 eV
LUMO energy: -0.6 eV
relative energy (zero: lowest compared OMol25 entry of this formula, charge and spin): 829.2 kJ/mol
HOMO energy: -10.4 eV

The geometry in ORCA input format:
```
! RIJCOSX wB97M-V def2-TZVPD def2/J DEFGRID3
* xyz 0 1
C 3.5285 -0.7701 -0.9601
C 2.7539 -0.0685 0.3086
O 3.3367 0.0280 1.5183
N 1.3551 0.5156 0.0224
O 0.9541 -0.1169 -1.0942
P -0.7759 -0.2951 -1.1770
O -1.3149 0.6047 -2.4009
O -1.0671 -2.0067 -1.5545
O -1.6240 0.0227 0.3108
C 1.6836 1.9516 -0.4367
C 1.6587 2.4146 -2.0388
O 2.0606 2.9217 0.4278
H 3.4190 -0.1721 -1.9762
H 3.0870 -1.8437 -1.1621
H 4.6868 -0.8192 -0.7014
H -0.3649 -2.2703 -2.2485
H -1.2024 0.7570 0.8479
H 0.5404 2.5646 -2.3966
H 2.2150 1.6335 -2.7095
H 2.1742 3.4782 -2.1592
C -2.7211 -0.5809 3.9914
C -2.7296 0.9325 3.8492
N -2.7367 2.1879 3.7312
H -3.6978 -0.9281 4.3392
H -2.5011 -1.0448 3.0259
H -1.9578 -0.8831 4.7137
C 0.7884 -3.4640 3.4440
C -0.6048 -3.2684 4.0196
N -1.7604 -3.1061 4.4973
H 0.7231 -3.6717 2.3725
H 1.3848 -2.5602 3.5959
H 1.2821 -4.3040 3.9401
C 3.8601 1.3493 -6.0010
C 3.9807 0.4320 -4.7950
N 4.0808 -0.3289 -3.7945
H 3.0568 1.0006 -6.6557
H 3.6356 2.3682 -5.6734
H 4.7992 1.3542 -6.5610
C -6.0399 1.3178 0.8359
C -5.9193 0.4004 2.0419
N -5.8192 -0.3605 3.0423
H -6.8432 0.9691 0.1811
H -6.2644 2.3366 1.1635
H -5.1008 1.3226 0.2758
*
```

Okay, here come the Mulliken numbers, in e, for every atom: -0.248 0.315 -0.554 0.168 0.056 0.679 -0.648 -0.507 -0.384 0.453 -0.519 -0.550 -0.039 0.236 0.327 0.344 0.368 0.279 -0.064 0.316 -0.676 0.285 -0.537 0.361 0.216 0.358 -0.726 0.489 -0.526 0.236 0.250 0.309 -0.813 0.488 -0.595 0.276 0.268 0.304 -0.674 0.420 -0.489 0.300 0.262 0.184

=====

The following is a quantum chemistry calculation of a 4-piece molecular cluster, C4H16O3 overall, from the OMol25 dataset.

## Properties
structure (SMILES): CCCC.O.O.O
frontier orbital gap: 11.622 eV
LUMO energy: 0.3 eV
relative energy (zero: lowest compared OMol25 entry of this formula, charge and spin): 82.3 kJ/mol
HOMO energy: -11.3 eV

The geometry in ORCA input format:
```
! RIJCOSX wB97M-V def2-TZVPD def2/J DEFGRID3
* xyz 0 1
C 0.4817 2.1376 -0.6458
C 2.3269 -1.2370 0.4244
C 1.4219 -0.3734 -0.4450
C 1.3074 1.0648 0.0969
H 0.0355 1.7939 -1.5857
H 1.0815 2.9724 -0.9932
H -0.3136 2.4987 0.0059
H 2.3982 -2.2241 -0.0509
H 2.0386 -1.3605 1.4648
H 3.3733 -0.9191 0.3449
H 0.4651 -0.8998 -0.5457
H 1.8620 -0.3246 -1.4444
H 1.0106 1.0213 1.1443
H 2.3432 1.3974 -0.0356
H -1.5998 1.2222 2.7734
H -2.3716 0.3403 1.7712
O -2.4466 1.1174 2.3313
H -2.5234 -2.9336 -0.5180
H -1.8983 -2.3243 0.7177
O -2.5103 -3.0152 0.4454
H -2.8914 -0.2109 -2.0088
H -1.6468 0.5027 -1.3760
O -1.9440 -0.2461 -1.8709
*
```

Okay, here come the Mulliken numbers, in e, for every atom: -1.189 -1.324 -0.183 -0.221 0.292 0.350 0.260 0.366 0.349 0.338 0.223 0.243 0.311 0.199 0.318 0.308 -0.632 0.322 0.317 -0.635 0.305 0.289 -0.602

=====

The following is a quantum chemistry calculation of C4F12N2O8S4Tl as an isolated structure, from the OMol25 dataset.

## Properties
frontier orbital gap (spin up / spin down): 8.547 / 3.721 eV
LUMO energy (spin up / spin down): -1.5 / -6.3 eV
<S²>: 0.764
HOMO energy (spin up / spin down): -10.0 / -10.0 eV

The geometry in ORCA input format:
```
! RIJCOSX wB97M-V def2-TZVPD def2/J DEFGRID3
* xyz 0 2
Tl 31.0310 -9.9400 -4.3030
C 28.3102 -5.9075 -4.0017
F 29.4151 -5.2760 -4.4620
F 28.3894 -6.1252 -2.7057
F 27.2663 -5.1452 -4.2485
S 28.1627 -7.5368 -4.9697
O 28.1554 -8.5392 -3.8920
O 26.9815 -7.4684 -5.8914
N 29.6980 -7.8085 -5.7450
S 29.4070 -7.2127 -7.1308
O 28.7155 -8.1587 -8.0058
O 28.9703 -5.8192 -7.1468
C 31.1239 -7.0998 -7.9519
F 31.9363 -6.2676 -7.2431
F 31.6802 -8.3169 -7.8988
F 30.9721 -6.7817 -9.2121
C 27.2119 -11.0142 -7.9017
F 26.2246 -11.9042 -8.1564
F 28.0853 -10.8189 -8.9259
F 26.5905 -9.8685 -7.6244
S 28.2168 -11.7127 -6.2859
O 27.9442 -10.6747 -5.2755
O 27.7601 -13.0797 -6.0888
N 29.9097 -11.4436 -6.6332
S 30.2695 -12.6617 -7.5297
O 31.1042 -13.6024 -6.7359
O 29.1462 -13.3437 -8.2897
C 31.3173 -11.8960 -8.9023
F 31.7778 -12.8380 -9.7118
F 30.5867 -11.0727 -9.6744
F 32.2759 -11.2260 -8.3352
*
```

Okay, here come the Mulliken numbers, in e, for every atom: 0.913 0.668 -0.224 -0.192 -0.203 1.080 -0.700 -0.545 -0.324 0.818 -0.593 -0.619 0.509 -0.225 -0.221 -0.191 0.712 -0.210 -0.134 -0.151 0.785 -0.419 -0.530 -0.045 0.825 -0.473 -0.469 0.728 -0.191 -0.186 -0.193

=====

The following is a quantum chemistry calculation of a 5-piece molecular cluster, C26H54BF2NO9PS4Si overall, from the OMol25 dataset.

## Properties
frontier orbital gap: 6.007 eV
LUMO energy: 1.9 eV
HOMO energy: -4.1 eV

The geometry in ORCA input format:
```
! RIJCOSX wB97M-V def2-TZVPD def2/J DEFGRID3
* xyz -1 1
C 6.3939 -0.5887 0.4652
C 5.7285 0.2475 -0.3286
C 4.2358 0.3910 -0.0750
O 3.6678 1.5934 -0.5010
P 1.9488 1.4926 -0.3949
B 1.8116 1.7649 1.5449
O 0.5289 1.8930 2.1273
O 2.9064 1.8942 2.4497
C 1.6063 1.6680 -2.3061
F 2.6032 2.4962 -2.8306
F 1.7135 0.4762 -3.0145
C 0.2410 2.3350 -2.5923
C -0.7854 1.4288 -3.3217
Si -1.7066 0.1422 -2.2790
C -3.3771 -0.1439 -3.1682
C -0.8611 -1.5524 -2.2706
C -2.1466 0.6962 -0.5280
C -1.9123 -0.2014 0.5163
C -2.2457 0.1088 1.8180
C -2.8239 1.3250 2.1464
C -3.0155 2.2178 1.1202
C -2.6935 1.9262 -0.1836
O 1.9965 -0.2570 -0.3709
C 3.2837 -0.7169 -0.6477
N 3.5285 -2.1228 -0.2995
C 4.4451 -2.7677 -1.2422
C 2.2903 -2.8513 -0.3999
C 1.4854 -3.1550 0.8589
O 1.8593 -3.2798 -1.4523
H 5.9331 -0.8909 1.4084
H 7.3572 -1.0236 0.2010
H 6.2453 0.8306 -1.0930
H 4.1887 0.1908 1.0202
H 1.9376 2.9704 -0.4380
H 0.5114 1.3365 -0.3177
H 0.3278 2.8375 2.0578
H 2.9253 1.0779 2.9660
H 0.4896 3.1472 -3.2973
H -0.1666 2.8275 -1.7037
H -1.5495 2.1047 -3.7463
H -0.3252 0.9307 -4.1868
H -3.1654 -0.4765 -4.1988
H -3.9863 0.7669 -3.2353
H -3.9200 -0.9553 -2.6626
H -1.0000 -2.0398 -3.2462
H -1.3422 -2.2193 -1.5390
H 0.1934 -1.4146 -2.0131
H -1.4616 -1.1768 0.3559
H -2.0611 -0.6142 2.6140
H -3.1025 1.5385 3.1751
H -3.4378 3.2024 1.3241
H -2.8732 2.6579 -0.9728
H 3.5059 -0.6696 -1.7415
H 5.4576 -2.3581 -1.1801
H 4.5076 -3.8490 -1.0618
H 4.1381 -2.6475 -2.2968
H 0.4124 -3.1429 0.6432
H 1.7746 -2.4708 1.6618
H 1.7386 -4.1917 1.1333
C 6.7877 5.3318 2.7251
S 7.0364 3.8974 1.6636
O 8.0256 4.2898 0.6196
C 5.4099 3.9374 0.9119
H 7.7110 5.5166 3.2724
H 6.5430 6.2037 2.1173
H 5.9825 5.1242 3.4303
H 5.2531 4.8997 0.4222
H 4.6501 3.7725 1.6770
H 5.3490 3.1405 0.1740
C -5.7758 5.2295 -1.6831
S -5.3681 5.9751 -0.0972
O -4.1677 5.2755 0.4192
C -6.7908 5.3185 0.7889
H -4.9858 5.4800 -2.3887
H -5.8402 4.1460 -1.5770
H -6.7240 5.6324 -2.0411
H -6.7894 4.2293 0.7343
H -7.7071 5.7188 0.3537
H -6.7169 5.6313 1.8288
C -5.1398 -2.6366 3.7980
S -3.8945 -3.3589 2.7171
O -4.2627 -3.0041 1.3237
C -4.4015 -5.0633 2.9940
H -5.0398 -1.5531 3.7544
H -6.1356 -2.9258 3.4601
H -4.9736 -2.9765 4.8210
H -5.4486 -5.1856 2.7132
H -4.2590 -5.3174 4.0455
H -3.7827 -5.7144 2.3789
C 0.3498 -6.4608 -0.3695
S -1.3952 -6.1034 -0.1359
O -2.0263 -7.3203 0.4577
C -1.8135 -6.0768 -1.8810
H 0.8111 -6.5585 0.6119
H 0.4653 -7.3938 -0.9223
H 0.8179 -5.6361 -0.9118
H -1.5579 -7.0344 -2.3363
H -1.2713 -5.2664 -2.3696
H -2.8843 -5.9029 -1.9708
*
```

Okay, here come the Mulliken numbers, in e, for every atom: -1.087 -0.509 0.694 -0.544 -0.076 0.705 -0.383 -0.518 1.063 -0.393 -0.324 -1.010 -0.652 -0.130 -1.331 -0.578 0.786 -0.115 -0.421 -0.933 -0.551 -0.141 0.083 -0.107 0.213 -0.971 0.771 -0.978 -0.597 0.271 0.354 0.374 -0.266 -0.138 -0.495 0.210 0.216 0.497 0.250 0.374 0.552 0.326 0.320 0.281 0.451 0.157 -0.077 -0.227 0.557 0.411 0.414 0.483 0.102 0.300 0.347 0.342 0.068 0.279 0.332 -0.920 0.521 -0.661 -0.552 0.334 0.274 0.319 0.509 0.185 -0.059 -0.901 0.412 -0.530 -0.928 0.315 0.255 0.380 0.284 0.369 0.324 -0.982 0.668 -0.588 -0.882 0.288 0.307 0.359 0.288 0.352 0.217 -0.878 0.768 -0.731 -0.985 0.266 0.422 0.152 0.376 0.296 0.321

=====

The following is a quantum chemistry calculation of one molecule with the formula C6H9BO4, from the OMol25 dataset.

## Properties
structure (SMILES): CC(=O)OB(C(C)=O)C(C)=O
frontier orbital gap: 9.241 eV
LUMO energy: -0.4 eV
relative energy (zero: lowest compared OMol25 entry of this formula, charge and spin): 0.0 kJ/mol
HOMO energy: -9.6 eV

The geometry in ORCA input format:
```
! RIJCOSX wB97M-V def2-TZVPD def2/J DEFGRID3
* xyz 0 1
B -0.6423 -0.5427 0.1444
C -0.9653 -1.3833 1.3686
C 0.0818 -1.0956 -1.1941
C -0.2972 1.8917 -0.3766
C 0.3664 -1.4876 2.1946
C 1.5344 -1.3439 -1.1317
C -1.0810 3.0774 -0.8830
O -1.9844 -1.8565 1.8198
O -0.5358 -1.2165 -2.2071
O 0.8929 1.8275 -0.3560
O -1.0469 0.9685 0.2036
H 1.1498 -1.8791 1.4921
H 0.2747 -2.1233 3.0357
H 0.6787 -0.4440 2.4885
H 1.9527 -0.5194 -1.5406
H 1.7239 -2.1982 -1.8772
H 1.8280 -1.5455 -0.0387
H -1.9626 3.1012 -0.1666
H -0.5061 3.9220 -1.0839
H -1.4617 2.8475 -1.8917
*
```

Okay, here come the Mulliken numbers, in e, for every atom: 0.126 0.858 0.520 0.872 -1.032 -0.841 -1.092 -0.530 -0.534 -0.546 -0.420 0.232 0.356 0.296 0.313 0.299 0.201 0.299 0.354 0.270

=====

no.,DFT total energy (hartree),maximum force (eV/A)
1,-1535.5474,10.6
2,-387.6914,1.5
3,-3827.2346,6.4
4,-4203.1321,2.6
5,-559.8171,4.8